(1)
Density functional theory data (ωB97M-V with the def2-TZVPD basis set) for C13H28BrInN3O3S as an isolated structure.

maximum force: 1.92 eV/A
E_HOMO: -0.1682 hartree
E_tot: -4064.52971 Eh
charge: -1

Last column: Mulliken charge in e.
CARTESIAN COORDINATES (ANGSTROEM)
C: -5.186 -3.870 -2.792  -0.93
C: -4.386 -4.926 -2.430  -0.12
C: -2.943 -4.777 -2.278  -0.91
In: -2.461 -4.383 -0.142  0.80
S: -2.602 -6.368 1.322  -0.53
Br: 0.022 -3.505 -0.074  -0.54
C: -3.790 -2.712 0.544  -1.17
C: -2.885 -1.597 0.923  0.44
O: -2.200 -1.684 1.941  -0.62
N: -2.803 -0.445 0.099  -0.05
C: -2.738 -0.789 -1.327  -0.88
C: -1.562 0.270 0.434  -0.96
H: -6.053 -3.583 -2.209  0.27
H: -4.971 -3.332 -3.708  0.31
H: -4.819 -5.917 -2.290  0.33
H: -2.598 -3.910 -2.852  0.25
H: -2.378 -5.646 -2.638  0.41
H: -1.324 -6.581 1.663  0.07
H: -4.509 -2.454 -0.227  0.44
H: -4.271 -3.026 1.464  0.49
H: -3.535 -1.456 -1.642  0.24
H: -1.779 -1.223 -1.622  0.29
H: -2.862 0.133 -1.896  0.39
H: -1.410 1.070 -0.290  0.37
H: -0.696 -0.389 0.374  0.30
H: -1.647 0.718 1.417  0.28
C: 1.657 1.581 1.550  -0.02
O: 1.821 1.961 0.402  -0.63
N: 2.328 0.577 2.127  0.21
C: 2.081 0.171 3.496  -0.96
C: 3.331 -0.131 1.347  -0.99
H: 0.915 2.048 2.219  0.40
H: 2.996 0.275 4.084  0.37
H: 1.755 -0.870 3.520  0.36
H: 1.305 0.793 3.936  0.30
H: 4.104 0.566 1.018  0.28
H: 2.868 -0.573 0.465  0.31
H: 3.779 -0.914 1.953  0.39
C: 4.374 4.784 0.636  0.35
O: 5.407 5.062 1.220  -0.63
N: 3.983 5.337 -0.526  0.11
C: 2.739 4.965 -1.174  -0.73
C: 4.838 6.334 -1.143  -0.94
H: 3.659 4.038 1.020  0.07
H: 2.948 4.560 -2.167  0.32
H: 2.098 5.845 -1.272  0.33
H: 2.221 4.210 -0.587  0.16
H: 5.819 5.906 -1.354  0.29
H: 4.976 7.178 -0.465  0.28
H: 4.386 6.681 -2.069  0.38

=====

(2)
Density functional theory data (ωB97M-V with the def2-TZVPD basis set) for a 5-piece molecular cluster, C13H28Cl8N4O2 overall.

structure (SMILES): [H]/N=C(\N)NCCCC[C@H](NCC)OC=O.ClCCl.ClCCl.ClCCl.ClCCl
maximum force: 0.43 eV/A
E_HOMO: -0.3362 hartree
E_tot: -4563.14516 Eh
charge: 0

Last column: Mulliken charge in e.
CARTESIAN COORDINATES (ANGSTROEM)
H: 4.043 -5.771 -0.919  0.30
N: 3.363 -5.177 -0.448  -0.59
C: 3.882 -4.044 -0.255  0.37
N: 5.240 -3.733 -0.624  -0.69
N: 3.106 -3.008 0.311  -0.26
C: 2.107 -2.379 -0.571  -0.55
C: 0.688 -2.559 -0.042  -0.33
C: -0.356 -1.736 -0.810  -1.13
C: -0.784 -0.420 -0.155  0.08
C: 0.265 0.686 -0.296  -0.85
N: 0.960 0.945 0.908  -0.25
C: 0.286 1.726 1.954  0.18
C: 0.386 1.099 3.336  -1.12
O: -0.412 1.922 -0.797  -0.23
C: -0.532 2.037 -2.126  0.08
O: 0.382 2.053 -2.897  -0.58
H: 5.759 -3.385 0.176  0.26
H: 5.238 -2.973 -1.298  0.29
H: 3.703 -2.318 0.741  0.24
H: 2.348 -1.317 -0.681  0.11
H: 2.176 -2.838 -1.563  0.36
H: 0.450 -3.624 -0.130  0.25
H: 0.690 -2.345 1.029  0.29
H: 0.049 -1.507 -1.806  0.55
H: -1.248 -2.341 -0.987  0.37
H: -0.949 -0.585 0.913  -0.33
H: -1.731 -0.085 -0.584  0.47
H: 1.009 0.427 -1.053  0.88
H: 1.883 1.308 0.720  0.36
H: 0.721 2.730 1.987  0.35
H: -0.768 1.828 1.689  -0.21
H: 0.144 0.035 3.295  0.12
H: 1.375 1.241 3.775  0.38
H: -0.332 1.573 4.010  0.34
H: -1.580 2.138 -2.448  0.51
Cl: -1.319 6.609 -0.643  -0.17
C: -1.622 4.948 -0.131  0.16
Cl: -1.912 4.823 1.613  -0.18
H: -2.504 4.586 -0.645  0.24
H: -0.752 4.346 -0.359  -0.05
Cl: -0.486 2.809 -7.512  -0.16
C: -0.590 3.591 -5.931  0.10
Cl: -2.246 4.090 -5.536  -0.17
H: -0.257 2.891 -5.174  -0.02
H: 0.029 4.479 -5.948  0.27
Cl: -3.129 -4.412 1.544  -0.16
C: -1.934 -4.291 2.841  -0.47
Cl: -1.246 -2.666 2.961  -0.02
H: -2.420 -4.525 3.780  0.36
H: -1.127 -4.980 2.625  0.29
Cl: -3.083 0.269 2.853  -0.08
C: -3.960 1.713 2.328  0.02
Cl: -5.481 1.936 3.199  -0.18
H: -3.337 2.581 2.500  -0.02
H: -4.186 1.600 1.274  0.25

=====

(3)
Density functional theory data (ωB97M-V with the def2-TZVPD basis set) for a 4-piece molecular cluster, C13H28F3NO4 overall.

structure (SMILES): O=C1C[C@@H](CCC(F)(F)F)CN1.CCO.CCO.CCO
maximum force: 1.04 eV/A
E_HOMO: -0.3441 hartree
energy above the lowest of the compared OMol25 structures with the same formula, charge and spin: 0.0 kcal per mole
E_tot: -1167.45243 Eh
charge: 0

Last column: Mulliken charge in e.
CARTESIAN COORDINATES (ANGSTROEM)
O: 1.195 -2.039 -5.865  -0.62
C: 0.513 -1.527 -4.994  0.29
C: 0.841 -0.338 -4.103  -0.44
C: 0.347 -0.925 -2.761  0.21
C: 0.456 -0.037 -1.515  -0.91
C: 1.114 -0.727 -0.308  -0.80
C: 0.235 -1.743 0.412  0.99
F: 0.089 -1.443 1.726  -0.26
F: -1.013 -1.833 -0.085  -0.31
F: 0.750 -2.987 0.367  -0.31
C: -1.031 -1.427 -3.215  -0.60
N: -0.738 -2.003 -4.569  -0.31
H: 0.129 0.447 -4.398  0.16
H: 1.875 0.002 -4.147  0.38
H: 0.939 -1.843 -2.615  0.25
H: 1.091 0.827 -1.750  0.40
H: -0.523 0.369 -1.237  0.27
H: 1.998 -1.275 -0.656  0.44
H: 1.465 0.006 0.427  0.34
H: -1.721 -0.591 -3.368  0.12
H: -1.441 -2.190 -2.551  0.39
H: -0.787 -3.013 -4.612  0.32
C: -3.907 3.332 -3.069  -1.13
C: -2.483 2.812 -3.034  -0.20
O: -2.338 1.585 -3.748  -0.40
H: -4.592 2.592 -2.657  0.30
H: -3.999 4.254 -2.493  0.35
H: -4.217 3.542 -4.096  0.32
H: -2.181 2.592 -2.010  0.24
H: -1.791 3.560 -3.433  0.29
H: -2.586 1.740 -4.665  0.23
C: 3.308 -0.971 3.317  -0.85
C: 3.012 0.508 3.435  -0.27
O: 2.043 0.924 2.469  -0.55
H: 3.684 -1.201 2.318  0.27
H: 4.045 -1.296 4.053  0.37
H: 2.393 -1.541 3.478  0.15
H: 3.902 1.107 3.247  0.36
H: 2.650 0.739 4.441  0.20
H: 1.247 0.408 2.634  0.21
C: -0.807 0.764 5.753  -1.10
C: -0.457 -0.531 5.044  0.12
O: 0.797 -1.060 5.460  -0.46
H: -0.020 1.504 5.601  0.28
H: -1.747 1.172 5.379  0.33
H: -0.911 0.600 6.828  0.33
H: -0.349 -0.364 3.973  0.01
H: -1.250 -1.272 5.184  0.31
H: 0.773 -1.210 6.410  0.27

=====

(4)
Density functional theory data (ωB97M-V with the def2-TZVPD basis set) for C13H28InSYb as an isolated structure.

maximum force: 3.91 eV/A
E_HOMO: -0.3689 hartree
E_tot: -2258.55680 Eh
charge: +1

Last column: Mulliken charge in e.
CARTESIAN COORDINATES (ANGSTROEM)
C: 4.880 2.137 1.410  -0.62
C: 3.486 2.354 1.284  -0.25
In: 2.236 1.339 -0.343  1.20
S: 2.994 2.408 -2.497  -0.48
C: 0.053 1.864 0.147  -1.06
C: -0.838 1.469 -1.090  -0.46
C: -2.363 1.266 -0.764  -0.82
C: -2.670 0.182 0.345  -0.42
C: -3.824 0.726 1.300  -0.61
C: -5.230 0.535 0.576  -1.02
C: 2.570 -0.892 -0.430  -0.96
C: 1.575 -1.563 0.614  -0.15
C: 0.935 -2.914 0.135  0.23
C: 1.959 -3.928 -0.490  -1.38
C: -0.255 -2.737 -0.897  -0.85
H: 5.589 2.574 0.660  0.27
H: 5.342 1.537 2.229  0.26
H: 3.046 3.087 2.042  -0.28
H: 1.989 2.340 -3.430  0.08
H: -0.325 1.346 1.070  0.54
H: 0.019 3.014 0.242  -0.01
H: -0.450 0.579 -1.641  0.31
H: -0.771 2.329 -1.816  0.43
H: -2.850 0.904 -1.711  0.29
H: -2.871 2.237 -0.504  0.39
H: -1.777 -0.185 0.906  0.15
H: -3.113 -0.714 -0.169  0.43
H: -3.816 0.223 2.299  0.40
H: -3.657 1.823 1.461  0.22
H: -5.724 1.517 0.342  0.27
H: -5.950 -0.007 1.243  0.29
H: -5.088 0.010 -0.396  0.33
H: 3.625 -1.042 -0.078  0.40
H: 2.506 -1.308 -1.463  0.39
H: 2.168 -1.736 1.555  0.37
H: 0.769 -0.808 0.835  -0.16
H: 0.478 -3.406 1.041  0.32
H: 2.370 -3.527 -1.451  0.31
H: 1.368 -4.844 -0.777  0.41
H: 2.754 -4.275 0.213  0.33
H: -0.914 -3.639 -0.767  0.43
H: -0.881 -1.846 -0.656  -0.12
H: 0.158 -2.692 -1.933  0.28
Yb: 0.496 4.264 1.356  1.31

=====

(5)
Density functional theory data (ωB97M-V with the def2-TZVPD basis set) for one molecule with the formula C13H28O4.

structure (SMILES): CCO[C@@H](CC)OC[C@@H](C)O[C@@H](CC)OCC
maximum force: 2.47 eV/A
E_HOMO: -0.3414 hartree
energy above the lowest of the compared OMol25 structures with the same formula, charge and spin: 0.0 kcal per mole
E_tot: -813.03966 Eh
charge: 0

Last column: Mulliken charge in e.
CARTESIAN COORDINATES (ANGSTROEM)
C: 1.229 -1.793 -2.987  -1.44
C: 0.734 -1.704 -1.543  0.45
O: -0.659 -1.401 -1.536  -0.35
C: -1.338 -1.472 -0.267  0.02
C: -1.818 -2.887 0.038  -0.36
C: -2.639 -3.464 -1.154  -1.21
O: -0.523 -1.013 0.822  -0.17
C: -1.185 -0.295 1.859  -1.11
C: -1.428 1.170 1.496  0.88
C: -2.295 1.863 2.529  -1.78
O: -0.184 1.938 1.465  -0.46
C: 0.594 1.758 0.235  1.20
C: 0.297 2.934 -0.683  -0.57
C: 0.858 2.753 -2.081  -1.11
O: 2.022 1.754 0.513  -0.41
C: 2.400 0.707 1.435  0.33
C: 3.885 0.909 1.710  -1.42
H: 1.168 -0.849 -3.501  0.30
H: 2.305 -2.077 -3.055  0.37
H: 0.636 -2.510 -3.598  0.33
H: 0.876 -2.691 -1.099  0.36
H: 1.348 -0.997 -0.986  -0.22
H: -2.247 -0.851 -0.325  0.25
H: -2.436 -2.869 0.938  0.39
H: -0.949 -3.512 0.250  0.29
H: -3.198 -4.310 -0.782  0.40
H: -1.998 -3.684 -2.007  0.26
H: -3.351 -2.697 -1.447  0.33
H: -2.120 -0.794 2.113  0.39
H: -0.582 -0.305 2.802  0.36
H: -1.948 1.192 0.529  0.31
H: -1.723 1.976 3.430  0.38
H: -2.531 2.872 2.149  0.38
H: -3.210 1.305 2.698  0.42
H: 0.288 0.827 -0.286  -0.55
H: 0.696 3.838 -0.229  0.38
H: -0.797 3.084 -0.768  0.26
H: 0.435 1.825 -2.453  0.22
H: 1.973 2.693 -2.100  0.25
H: 0.483 3.547 -2.738  0.40
H: 1.835 0.659 2.373  0.15
H: 2.282 -0.289 0.956  0.07
H: 4.296 0.034 2.201  0.42
H: 4.056 1.787 2.344  0.32
H: 4.461 1.038 0.740  0.29

=====

(6)
Density functional theory data (ωB97M-V with the def2-TZVPD basis set) for C13H29BiN5O7 as an isolated structure.

maximum force: 3.71 eV/A
E_HOMO (spin up / spin down): -0.4239 / -0.4283 hartree
energy above the lowest of the compared OMol25 structures with the same formula, charge and spin: 0.0 kcal per mole
E_tot: -1527.31185 Eh
charge: +1

Last column: Mulliken charge in e.
CARTESIAN COORDINATES (ANGSTROEM)
O: 0.614 -1.207 -3.917  -0.52
H: 0.027 -1.340 -4.669  0.23
Bi: 0.029 0.339 -1.853  1.53
N: 1.887 -1.702 -1.199  0.33
N: -0.582 -1.883 -0.619  0.88
N: 0.539 2.522 -1.277  0.12
N: -1.425 1.320 -0.172  0.55
O: 2.983 -1.429 -1.709  -0.40
O: 1.659 3.061 -1.852  -0.52
O: -2.384 0.605 0.491  -0.56
O: -1.718 -1.933 -0.017  -0.65
C: -0.017 -3.054 -1.046  -0.09
C: 1.301 -2.912 -1.536  0.56
C: -0.130 3.257 -0.393  0.28
C: -1.261 2.595 0.208  0.49
C: 1.949 -3.773 -2.533  -1.33
H: 1.838 -3.318 -3.531  0.26
H: 1.494 -4.764 -2.560  0.44
H: 3.017 -3.877 -2.316  0.36
C: -0.802 -4.312 -1.111  -1.43
H: -1.742 -4.151 -1.663  0.34
H: -1.052 -4.658 -0.097  0.32
H: -0.235 -5.106 -1.613  0.42
C: 0.295 4.638 -0.051  -1.55
C: -2.108 3.295 1.210  -1.83
H: 0.959 5.036 -0.824  0.42
H: 0.835 4.667 0.907  0.32
H: -0.576 5.295 0.048  0.39
H: -2.788 2.602 1.709  0.38
H: -2.702 4.088 0.732  0.46
H: -1.475 3.788 1.962  0.42
H: 1.765 2.378 -2.642  0.55
H: -2.090 -0.360 0.343  0.43
C: -1.903 0.322 -3.053  -1.31
H: -1.817 -0.111 -4.054  0.34
H: -2.245 1.365 -3.112  0.38
H: -2.648 -0.244 -2.477  0.39
O: 1.503 1.201 -3.535  -1.00
H: 1.168 -0.394 -4.127  0.42
H: 1.082 1.660 -4.292  0.25
C: 0.418 -0.338 5.209  -0.99
N: 0.065 0.017 3.844  0.07
C: -1.034 0.936 3.649  -0.57
C: 0.756 -0.384 2.740  0.46
C: 1.931 -1.320 2.906  -0.97
O: 0.386 0.011 1.619  -0.61
H: -0.334 0.093 5.878  0.29
H: 1.409 0.058 5.488  0.35
H: 0.432 -1.431 5.345  0.35
H: -0.690 1.889 3.218  0.18
H: -1.788 0.515 2.969  0.13
H: -1.486 1.127 4.625  0.34
H: 1.703 -2.263 2.389  0.17
H: 2.807 -0.881 2.411  0.28
H: 2.180 -1.534 3.953  0.41